Record 1
{
  "formula": "C4H11N3O2",
  "method": "ωB97M-V/def2-TZVPD",
  "symbols": ["C", "C", "O", "O", "H", "H", "H", "C", "C", "N", "N", "N", "H", "H", "H", "H", "H", "H", "H", "H"],
  "coordinates": [[1.990, 1.079, 0.266], [2.122, 0.092, 1.421], [0.946, -0.376, 1.908], [3.169, -0.270, 1.879], [2.372, 2.098, 0.435], [1.038, 1.036, -0.231], [2.864, 0.834, -0.353], [-1.232, 1.729, -0.568], [-1.702, -0.550, -1.066], [-1.115, 0.300, -0.302], [-2.358, -0.271, -2.245], [-1.597, -1.885, -0.726], [0.247, 0.138, 1.498], [-1.864, 0.416, -2.819], [-2.683, -1.081, -2.764], [-1.336, -2.024, 0.242], [-1.087, -2.458, -1.392], [-1.224, 2.246, 0.406], [-2.238, 1.997, -0.919], [-0.515, 2.100, -1.286]],
  "lowdin_charge": [-0.037, -0.588, 0.075, 0.067, 0.085, 0.019, 0.079, -0.253, -0.777, -0.035, 0.045, 0.056, 0.053, -0.011, -0.004, 0.064, 0.012, 0.060, 0.051, 0.039],
  "e_above_lowest_kcal_mol": 26.90,
  "charge": -1,
  "spin_multiplicity": 2,
  "homo_lumo_gap_ev": [2.860, 8.993],
  "s2": 0.7504,
  "homo_energy_ev": [0.85, -5.45],
  "lumo_ev": [3.706, 3.540]
}



Record 2
{
  "formula": "CH3IO2",
  "method": "ωB97M-V/def2-TZVPD",
  "symbols": ["C", "O", "O", "I", "H", "H", "H"],
  "coordinates": [[-1.760, 0.302, 0.248], [-1.141, -0.669, -0.341], [-0.219, -1.265, 0.239], [3.240, 0.318, -0.059], [4.021, -0.233, -1.309], [-1.550, 0.668, 1.284], [-2.591, 0.879, -0.062]],
  "lowdin_charge": [0.065, -0.146, -0.135, 0.415, -0.381, 0.112, 0.072],
  "e_above_lowest_kcal_mol": 136.88,
  "charge": 0,
  "homo_lumo_gap_ev": [9.271, 8.983],
  "homo_energy_ev": [-9.66, -9.40],
  "lumo_ev": [-0.387, -0.416]
}



Record 3
{
  "formula": "C3H6O4S",
  "method": "ωB97M-V/def2-TZVPD",
  "symbols": ["C", "C", "C", "O", "O", "O", "O", "S", "H", "H", "H", "H", "H", "H"],
  "coordinates": [[-1.363, -0.004, 0.193], [1.148, -0.117, 0.029], [-0.081, 0.778, 0.091], [-4.984, 0.909, -0.276], [-3.941, -1.276, -0.560], [-2.452, 0.761, -0.041], [-1.453, -1.172, 0.489], [-4.042, 0.061, 0.354], [1.116, -0.847, 0.833], [2.049, 0.481, 0.131], [1.188, -0.650, -0.917], [-0.145, 1.440, -0.773], [-0.045, 1.403, 0.990], [-3.203, -1.835, -0.277]],
  "lowdin_charge": [-0.543, -0.088, -0.150, -0.363, -0.251, -0.193, 0.067, 0.983, 0.076, 0.074, 0.080, 0.125, 0.131, 0.053],
  "e_above_lowest_kcal_mol": 0.00,
  "charge": 0,
  "homo_lumo_gap_ev": 11.376,
  "homo_energy_ev": -10.63,
  "lumo_ev": 0.743
}



Record 4
{
  "formula": "C5H14",
  "method": "ωB97M-V/def2-TZVPD",
  "symbols": ["C", "C", "C", "H", "H", "H", "H", "H", "H", "H", "H", "C", "C", "H", "H", "H", "H", "H", "H"],
  "coordinates": [[-1.161, -0.974, -0.142], [-1.358, -2.490, -0.041], [-0.760, -0.314, 1.177], [-0.405, -0.771, -0.888], [-2.107, -0.558, -0.396], [-1.730, -2.745, 0.951], [-1.628, 0.090, 1.690], [-0.188, -0.941, 1.862], [-0.007, 0.453, 1.016], [-1.885, -2.972, -0.859], [-0.373, -2.973, -0.077], [0.825, 2.223, -0.679], [2.065, 1.349, -0.456], [0.844, 2.935, 0.146], [0.943, 2.764, -1.613], [-0.124, 1.702, -0.656], [1.995, 0.433, -1.054], [2.090, 0.841, 0.519], [2.964, 1.945, -0.501]],
  "lowdin_charge": [-0.307, -0.123, -0.117, 0.086, 0.085, 0.068, 0.075, 0.074, 0.023, 0.064, 0.069, -0.167, -0.175, 0.067, 0.062, 0.040, 0.063, 0.054, 0.060],
  "smiles": "CCC.CC",
  "e_above_lowest_kcal_mol": 12.49,
  "charge": 0,
  "homo_lumo_gap_ev": 12.568,
  "homo_energy_ev": -11.40,
  "lumo_ev": 1.172
}



Record 5
{
  "formula": "C17H18Cl2NO2",
  "method": "ωB97M-V/def2-TZVPD",
  "symbols": ["Cl", "C", "C", "C", "C", "C", "C", "C", "C", "C", "Cl", "C", "C", "C", "C", "H", "H", "H", "H", "H", "H", "H", "H", "H", "C", "C", "O", "C", "C", "N", "O", "H", "H", "H", "H", "H", "H", "H", "H", "H"],
  "coordinates": [[-5.439, 1.596, -2.456], [-3.826, 1.004, -2.428], [-3.574, -0.363, -2.411], [-2.290, -0.835, -2.379], [-1.185, 0.048, -2.365], [0.109, -0.520, -2.344], [1.401, 0.051, -2.367], [2.510, -0.829, -2.378], [3.792, -0.356, -2.411], [4.042, 1.012, -2.432], [5.653, 1.607, -2.456], [2.973, 1.899, -2.429], [1.688, 1.436, -2.399], [-1.474, 1.433, -2.386], [-2.759, 1.893, -2.416], [-4.406, -1.042, -2.426], [-2.107, -1.896, -2.376], [0.111, -1.597, -2.329], [2.329, -1.890, -2.372], [4.626, -1.034, -2.425], [3.167, 2.958, -2.457], [0.916, 2.173, -2.417], [-0.703, 2.171, -2.380], [-2.956, 2.951, -2.436], [0.962, -1.888, 5.787], [-0.134, -1.047, 5.171], [-0.094, -1.147, 3.770], [-1.022, -0.337, 3.197], [-1.018, -0.350, 1.694], [0.249, 0.131, 1.185], [-1.798, 0.367, 3.804], [0.955, -1.846, 6.877], [0.850, -2.929, 5.476], [1.937, -1.549, 5.430], [-1.136, -1.368, 5.486], [-0.038, 0.017, 5.429], [-1.182, -1.378, 1.352], [-1.852, 0.255, 1.321], [0.289, 0.134, 0.171], [0.433, 1.066, 1.527]],
  "lowdin_charge": [0.786, -0.615, -0.063, 0.020, -0.185, 0.108, -0.187, 0.026, -0.061, -0.614, 0.785, -0.063, 0.021, 0.022, -0.062, 0.120, 0.130, 0.131, 0.131, 0.120, 0.122, 0.093, 0.093, 0.122, -0.059, -0.256, 0.005, -0.478, -0.189, 0.026, 0.113, 0.083, 0.079, 0.079, 0.132, 0.130, 0.125, 0.116, 0.030, 0.085],
  "charge": 1,
  "homo_lumo_gap_ev": 5.891,
  "homo_energy_ev": -12.15,
  "lumo_ev": -6.263
}



Record 6
{
  "formula": "C31H57GeN7O4PTl",
  "method": "ωB97M-V/def2-TZVPD",
  "symbols": ["Tl", "C", "C", "O", "C", "C", "O", "C", "C", "O", "C", "C", "O", "H", "H", "H", "H", "H", "H", "H", "H", "H", "H", "H", "H", "H", "H", "H", "H", "N", "C", "C", "C", "N", "C", "N", "N", "P", "N", "C", "C", "C", "C", "C", "N", "C", "C", "C", "C", "C", "N", "C", "C", "C", "C", "C", "H", "H", "H", "H", "H", "H", "H", "H", "H", "H", "H", "H", "H", "H", "H", "H", "H", "H", "H", "H", "H", "H", "H", "H", "H", "H", "H", "H", "H", "H", "C", "Ge", "C", "C", "C", "H", "H", "H", "H", "H", "H", "H", "H", "H", "H", "H"],
  "coordinates": [[-1.373, -0.291, -0.227], [-2.424, -4.131, 4.148], [-1.411, -4.416, 3.038], [-1.339, -3.378, 2.065], [-0.196, -3.406, 1.229], [-0.661, -3.922, -0.123], [-1.867, -3.257, -0.575], [-3.085, -4.102, -0.384], [-4.361, -3.227, -0.110], [-4.531, -2.914, 1.281], [-5.343, -3.866, 2.031], [-4.478, -4.736, 2.940], [-3.751, -3.756, 3.724], [-2.090, -3.261, 4.748], [-2.483, -5.022, 4.779], [-1.828, -5.301, 2.509], [-0.398, -4.640, 3.525], [0.650, -4.003, 1.714], [0.198, -2.372, 1.097], [-0.880, -4.989, -0.025], [0.099, -3.782, -0.913], [-2.921, -4.843, 0.374], [-3.145, -4.624, -1.355], [-5.240, -3.738, -0.524], [-4.347, -2.298, -0.688], [-5.932, -4.587, 1.461], [-5.940, -3.240, 2.676], [-3.877, -5.475, 2.401], [-5.162, -5.271, 3.622], [-3.829, -0.398, -2.154], [-4.087, 0.494, -2.856], [-4.348, 1.660, -3.629], [-5.610, 2.058, -4.106], [-6.548, 2.467, -4.665], [-3.264, 2.456, -4.034], [-2.308, 3.037, -4.399], [0.981, -0.075, -0.665], [2.165, 0.883, -1.050], [1.853, 2.462, -1.626], [1.167, 2.610, -2.909], [1.532, 3.936, -3.582], [2.120, 4.967, -2.637], [1.460, 4.914, -1.281], [1.565, 3.538, -0.644], [2.976, 0.188, -2.341], [2.701, -1.247, -2.722], [4.002, -1.881, -3.176], [4.409, -1.278, -4.501], [4.206, 0.268, -4.499], [4.029, 0.840, -3.060], [3.434, 1.275, 0.069], [3.625, 0.445, 1.264], [3.774, 1.191, 2.549], [4.804, 2.306, 2.486], [4.722, 3.185, 1.213], [4.498, 2.290, -0.031], [0.046, 2.577, -2.674], [1.335, 1.711, -3.536], [0.581, 4.302, -3.995], [2.181, 3.711, -4.455], [2.052, 6.026, -3.027], [3.162, 4.704, -2.531], [0.473, 5.269, -1.313], [1.978, 5.520, -0.547], [0.599, 3.345, -0.098], [2.335, 3.609, 0.116], [1.902, -1.205, -3.504], [2.303, -1.666, -1.811], [3.872, -2.915, -3.306], [4.819, -1.724, -2.479], [3.809, -1.726, -5.328], [5.449, -1.601, -4.785], [3.325, 0.583, -5.107], [5.113, 0.720, -4.924], [3.898, 1.949, -3.053], [4.958, 0.688, -2.512], [4.565, -0.127, 1.034], [2.841, -0.250, 1.296], [3.978, 0.457, 3.372], [2.785, 1.621, 2.876], [5.800, 1.848, 2.514], [4.696, 2.915, 3.356], [5.634, 3.766, 1.126], [3.910, 3.898, 1.314], [5.429, 1.736, -0.230], [4.384, 2.947, -0.893], [-3.516, -0.492, 4.020], [-2.968, 1.089, 3.037], [-1.211, 1.748, 3.552], [-4.367, 2.373, 3.613], [-3.180, 0.581, 1.168], [-4.499, -0.789, 3.567], [-3.519, -0.292, 5.061], [-2.823, -1.283, 3.848], [-1.209, 2.819, 3.730], [-0.497, 1.502, 2.771], [-0.981, 1.210, 4.458], [-3.924, 3.308, 4.050], [-5.117, 1.986, 4.401], [-4.884, 2.733, 2.737], [-3.610, 1.360, 0.556], [-3.820, -0.289, 1.080]],
  "lowdin_charge": [1.101, -0.171, -0.187, -0.159, -0.194, -0.181, -0.222, -0.092, -0.151, -0.152, -0.152, -0.166, -0.158, 0.126, 0.125, 0.112, 0.151, 0.149, 0.087, 0.121, 0.133, 0.092, 0.133, 0.122, 0.080, 0.126, 0.121, 0.109, 0.130, 0.092, -0.217, -0.309, -0.269, 0.107, -0.262, 0.111, -0.344, 0.570, -0.234, -0.215, -0.182, -0.198, -0.187, -0.199, -0.235, -0.180, -0.203, -0.209, -0.153, -0.239, -0.197, -0.246, -0.204, -0.200, -0.161, -0.214, 0.115, 0.112, 0.104, 0.113, 0.131, 0.094, 0.096, 0.106, 0.121, 0.068, 0.131, 0.068, 0.090, 0.115, 0.112, 0.115, 0.115, 0.105, 0.111, 0.101, 0.132, 0.067, 0.123, 0.122, 0.112, 0.094, 0.108, 0.090, 0.114, 0.099, -0.209, 0.748, -0.205, -0.216, -0.286, 0.054, 0.016, -0.011, 0.022, 0.001, 0.017, 0.027, 0.057, -0.004, -0.011, -0.034],
  "charge": 0,
  "homo_lumo_gap_ev": [4.312, 4.314],
  "homo_energy_ev": [-7.06, -7.06],
  "lumo_ev": [-2.751, -2.749]
}



Record 7
{
  "formula": "C3H10NS",
  "method": "ωB97M-V/def2-TZVPD",
  "symbols": ["C", "S", "H", "H", "H", "C", "C", "N", "H", "H", "H", "H", "H", "H", "H"],
  "coordinates": [[1.926, -1.386, 1.561], [1.255, -2.568, 0.316], [1.171, -0.792, 2.141], [2.495, -2.020, 2.256], [2.734, -0.642, 1.095], [-2.051, 0.841, -0.402], [-0.781, 1.005, -1.130], [0.400, 0.474, -0.379], [-2.067, 1.142, 0.600], [-2.796, 1.440, -0.998], [-2.310, -0.274, -0.427], [-0.790, 0.743, -2.173], [-0.657, 2.135, -1.136], [0.291, -0.607, -0.266], [1.181, 0.508, -1.059]],
  "lowdin_charge": [-0.566, 0.527, 0.032, 0.007, 0.074, -0.137, -0.380, -0.041, 0.048, 0.091, 0.096, 0.093, 0.118, -0.027, 0.067],
  "e_above_lowest_kcal_mol": 18.68,
  "charge": 0,
  "spin_multiplicity": 2,
  "homo_lumo_gap_ev": [10.310, 6.956],
  "s2": 0.7532,
  "homo_energy_ev": [-9.33, -9.01],
  "lumo_ev": [0.977, -2.049]
}



Record 8
{
  "formula": "C12H9N3",
  "method": "ωB97M-V/def2-TZVPD",
  "symbols": ["C", "C", "C", "C", "C", "C", "C", "C", "C", "C", "C", "C", "H", "H", "H", "H", "H", "H", "H", "H", "H", "N", "N", "N"],
  "coordinates": [[1.584, 1.846, 3.817], [0.544, -0.168, 2.668], [0.155, -0.246, 1.172], [-0.201, -1.292, 0.414], [-0.592, -1.091, -0.936], [-0.870, -2.164, -1.838], [-1.127, -1.898, -3.183], [-1.010, -0.577, -3.685], [-0.767, 0.481, -2.833], [-0.457, 0.253, -1.430], [0.324, 0.982, 0.581], [0.871, 1.945, 1.577], [1.212, -1.016, 2.852], [-0.274, -0.201, 3.407], [-0.473, -2.261, 0.820], [-0.915, -3.174, -1.498], [-1.227, -2.793, -3.815], [-1.151, -0.454, -4.743], [-0.813, 1.547, -3.152], [1.698, 2.576, 1.309], [0.117, 2.697, 1.846], [2.066, 2.562, 4.587], [1.307, 1.132, 2.740], [-0.003, 1.313, -0.675]],
  "lowdin_charge": [-0.322, -0.037, -0.151, 0.035, -0.142, -0.032, -0.078, -0.086, -0.011, -0.196, -0.221, -0.073, 0.123, 0.129, 0.131, 0.099, 0.108, 0.096, 0.120, 0.127, 0.136, 0.145, -0.081, 0.180],
  "smiles": "N#CN1Cc2cc3ccccc3nc2C1",
  "e_above_lowest_kcal_mol": 0.64,
  "charge": 0,
  "homo_lumo_gap_ev": 8.710,
  "homo_energy_ev": -9.03,
  "lumo_ev": -0.316
}